Entry 1:
Density functional theory data (ωB97M-V/def2-TZVPD) for a cluster of 2 separate species, C9H17FO2P in total.

```
! RIJCOSX wB97M-V def2-TZVPD def2/J DEFGRID3
* xyz -1 1
C 2.7453 0.1005 1.9514
C 1.5892 0.0836 0.7635
O 0.8517 -1.1830 0.6580
C 2.2505 0.5962 -0.6779
O 2.2586 -0.4305 -1.7255
P 3.5578 -1.5681 -1.5645
H 3.6631 0.8136 1.6785
H 2.2875 0.5647 2.9487
H 3.0985 -1.0226 2.1063
H 0.7898 0.9036 1.1009
H -0.0728 -1.0624 0.2856
H 3.2777 1.1484 -0.5117
H 1.5017 1.4468 -1.0573
H 4.0589 -1.1231 -2.8706
H 2.7535 -2.5413 -2.2990
H 3.0860 -2.1081 -0.3167
H 4.4435 -0.6447 -0.9080
H 4.6357 -2.5323 -1.5534
F -1.8369 -1.0085 0.4442
C -2.8595 -0.1542 0.3062
C -4.1286 -0.5318 0.7311
C -5.1926 0.3594 0.5923
C -4.9774 1.6154 0.0196
C -3.7009 1.9831 -0.4084
C -2.6351 1.0961 -0.2592
H -4.2783 -1.5146 1.1659
H -6.1871 0.0767 0.9284
H -5.8085 2.3084 -0.0926
H -3.5367 2.9596 -0.8576
H -1.6347 1.3690 -0.5782
*
```

Values from the calculation:
strongest force on any atom = 3.7 eV/A
HOMO energy = -2.502 eV
total energy = -25705.4700 eV

Mulliken population analysis, charges in e, atoms 1 to 8: -1.051, 0.379, -0.573, -0.564, -0.435, -0.223, 0.234, 0.286

Entry 2:
Density functional theory data (ωB97M-V/def2-TZVPD) for an isolated molecule of C6H7FO.

```
! RIJCOSX wB97M-V def2-TZVPD def2/J DEFGRID3
* xyz 0 1
C 0.9859 -0.5066 -0.4525
C 0.5471 1.0966 -0.4212
C 0.5556 0.8921 1.0606
C -0.0011 -0.4532 0.8202
C -1.1915 -0.0770 0.1335
C -0.9536 0.8271 -0.7412
H 2.6393 -0.2736 -0.8995
H 0.4814 -0.8097 -1.3509
H 1.1913 1.9469 -0.8795
H 1.6260 0.8597 1.5414
H 0.1267 1.6543 1.5960
H 0.0000 -1.3781 1.4519
H -1.6904 1.0917 -1.6923
O 2.2039 -0.9081 -0.2565
F -2.4066 -0.7222 -0.0124
*
```

Values from the calculation:
strongest force on any atom = 5.8 eV/A
SMILES = O[C@@H]1[C@H]2C=C(F)[C@@H]1C2
HOMO energy = -8.941 eV
total energy = -11095.9237 eV

Mulliken population analysis, charges in e, atoms 1 to 8: -0.235, -0.499, -0.515, -0.573, 0.345, -0.335, 0.420, 0.470

Entry 3:
Density functional theory data (ωB97M-V/def2-TZVPD) for a cluster of 2 separate species, C7H15N2 in total.

```
! RIJCOSX wB97M-V def2-TZVPD def2/J DEFGRID3
* xyz 1 1
C 0.6259 1.7007 1.3059
C -0.9645 -2.0248 0.1872
C 0.0718 0.3666 -1.1956
C 1.1599 2.1038 2.6145
C -2.0979 -1.3645 0.6603
C -0.9121 -2.7262 -1.1016
C 1.2321 2.3799 -1.9814
N 1.4089 1.7246 0.2876
N 0.8515 1.4018 -1.0218
H -0.4509 1.4656 1.1663
H -0.0351 -2.0222 0.7002
H -0.2206 0.1616 -2.2351
H 2.2098 1.7333 2.6883
H 0.4758 1.9265 3.4245
H 1.3152 3.2711 2.5801
H -1.7557 -0.5848 1.4685
H -2.6969 -2.2426 0.9460
H -2.5971 -0.7171 -0.0439
H -0.9494 -3.8748 -0.8775
H 0.0807 -2.5654 -1.4879
H -1.8106 -2.3543 -1.6061
H 0.6799 3.3471 -1.6851
H 2.3165 2.6526 -1.7929
H 1.1032 2.1948 -3.0703
*
```

Values from the calculation:
strongest force on any atom = 3.9 eV/A
HOMO energy (spin up / spin down) = -12.505 / -12.506 eV
total energy = -10469.9127 eV

Mulliken population analysis, charges in e, atoms 1 to 8: 0.168, 0.284, -0.310, -1.095, -0.842, -1.032, -0.773, -0.617